DFT (ωB97M-V/def2-TZVPD) results for C35H37NO2P2Zn as an isolated structure.

Cartesian coordinates (Å):
Zn -0.31189 1.49597 0.35623
C -1.93617 0.97193 -2.71577
C -1.97685 -0.36235 -2.53036
C -1.25093 -1.30988 -3.46278
C 0.15654 -0.89202 -3.94370
C 0.99404 -0.07311 -2.98909
C 0.99691 1.24800 -2.88082
C 0.15158 2.07461 -3.79009
C -1.30653 1.59847 -3.93650
C 1.66007 0.10479 2.90434
H -2.50635 1.64921 -2.05098
H -2.73737 -0.86797 -1.88086
H -1.85061 -1.48035 -4.37231
H -1.17158 -2.28574 -2.98224
H 0.74075 -1.80139 -4.19840
H 0.02563 -0.34716 -4.88941
H 1.76270 -0.68171 -2.51153
H 1.76589 1.83435 -2.36115
H 0.55089 2.04666 -4.82199
H 0.15054 3.10882 -3.42191
H -1.96175 2.44935 -4.15176
H -1.38490 0.91877 -4.79427
H 0.87832 0.88234 2.97843
H 2.44593 0.25216 3.67231
H 1.16923 -0.84428 3.10031
P -1.68589 -0.83434 0.66634
P 2.18417 0.03846 1.26101
C -0.08108 -1.25044 -0.20321
C 1.19406 -0.70745 0.04205
C -2.59722 -2.31416 1.06388
C -2.83908 -3.34922 0.12927
C -3.58643 -4.45422 0.53719
C -4.04032 -4.56392 1.85651
C -3.76892 -3.54766 2.78310
C -3.05889 -2.42080 2.39845
C -2.73862 0.57813 0.22138
C -2.22458 1.96545 0.21939
C -3.13977 3.03498 0.35571
C -4.51844 2.83554 0.27496
C -5.00658 1.52302 0.20946
C -4.15090 0.41208 0.18770
C 3.57283 -1.03767 1.43805
C 3.29726 -2.31709 1.94634
C 4.36946 -3.14321 2.25101
C 5.68395 -2.70733 2.03547
C 5.92003 -1.40673 1.57490
C 4.86110 -0.54140 1.27543
C 2.63550 1.71360 0.90133
C 2.53850 2.80718 1.79537
C 2.85434 4.08567 1.33996
C 3.29102 4.31480 0.02626
C 3.34940 3.22548 -0.84988
C 3.07716 1.92455 -0.40868
H -0.19851 -2.08296 -0.94417
H 1.97187 -1.06360 -0.64013
H -2.45381 -3.26326 -0.89650
H -3.78364 -5.23161 -0.20153
H -4.54158 -5.47740 2.16985
H -4.11226 -3.62584 3.81254
H -2.85332 -1.62078 3.11690
H -1.30229 2.47709 -0.38301
H -2.68138 4.02558 0.32950
H -5.16836 3.72247 0.20234
H -6.09061 1.39611 0.14637
H -4.60379 -0.58468 0.16059
H 2.27435 -2.68079 2.03548
H 4.17928 -4.14165 2.63320
H 6.52499 -3.35868 2.30637
H 6.93811 -1.05401 1.41849
H 5.03818 0.44982 0.84663
H 2.17620 2.69913 2.82329
H 2.74195 4.92836 2.02219
H 3.49536 5.32729 -0.33945
H 3.59804 3.35801 -1.90318
H 3.14122 1.06672 -1.09359
O -2.14896 -0.28626 4.88168
N -1.24372 0.42602 4.46219
O -1.34347 1.04206 3.37951

Calculated values
DFT total energy ... -4022.69558 Eh
Gap between HOMO and LUMO (spin up / spin down) ... 4.849 / 4.884 eV
Net charge ... 0
Maximum force ... 4.59 eV/A
Relative energy (zero: lowest compared OMol25 entry of this formula, charge and spin) ... 5.6 kcal/mol

---

DFT (ωB97M-V/def2-TZVPD) results for C35H38BaClN6O2 as an isolated structure.

Cartesian coordinates (Å):
Ba -0.41332 0.07418 0.68319
C 2.78798 -0.48351 -2.59897
C 1.60241 0.05354 -3.43173
C 0.57667 -1.01616 -3.68736
C 0.31974 -1.48119 -4.97287
C -0.58223 -2.51842 -5.14894
C -1.18881 -3.07114 -4.03625
C -0.87674 -2.54175 -2.79177
N -0.02819 -1.53411 -2.61407
N 2.92968 0.24672 -1.35415
C 3.56162 -0.46963 -0.25950
C 2.93945 -1.82156 -0.03367
C 3.71316 -2.96608 0.11713
C 3.08192 -4.18837 0.29022
C 1.69769 -4.23818 0.28429
C 1.00720 -3.04724 0.11822
N 1.60860 -1.86977 -0.02576
C 3.54812 1.53745 -1.56137
C 3.13155 2.61883 -0.58989
C 4.07538 3.53806 -0.14944
C 3.66970 4.57277 0.67618
C 2.33665 4.65002 1.03140
C 1.46844 3.68424 0.54500
N 1.84737 2.68833 -0.25376
H 3.71493 -0.44630 -3.19736
H 2.60440 -1.53130 -2.36695
H 1.94095 0.46367 -4.38457
H 1.13299 0.85691 -2.85788
H 0.82784 -1.03756 -5.81970
H -0.79737 -2.89579 -6.14135
H -1.89284 -3.88756 -4.12023
H -1.33371 -2.94635 -1.89884
H 3.42796 0.13221 0.64782
H 4.64822 -0.59620 -0.41306
H 4.79305 -2.89397 0.09850
H 3.66623 -5.09161 0.41667
H 1.16007 -5.16826 0.40460
H -0.07905 -3.03551 0.12264
H 3.29331 1.88514 -2.56645
H 4.64840 1.45064 -1.53152
H 5.11257 3.43431 -0.44453
H 4.38580 5.29885 1.04174
H 1.97182 5.42734 1.68854
H 0.41653 3.70203 0.80165
O -3.20908 -3.29437 0.31599
C -2.95386 -2.09651 0.29848
O -1.94305 -1.50049 0.81286
C -3.94127 -1.13281 -0.33965
C -5.29606 -1.21087 -0.04186
C -6.14085 -0.24512 -0.55697
C -5.60902 0.75106 -1.36330
C -4.24643 0.73732 -1.61155
N -3.42061 -0.17359 -1.10275
H -5.65822 -2.01033 0.58996
H -7.19919 -0.25770 -0.32642
H -6.23210 1.53318 -1.77548
H -3.78806 1.50888 -2.21932
Cl 2.55782 1.19614 2.99592
C 1.10153 0.03113 3.08442
H 0.63293 0.30630 4.03730
H 1.58608 -0.93644 3.27862
C -4.79724 3.26742 3.23205
N -3.68165 2.34953 3.19038
C -4.01154 1.17189 2.40862
C -2.41986 2.97261 2.76546
C -2.35936 3.38911 1.30644
C -2.91808 4.61909 0.94447
C -2.96999 5.01038 -0.38734
C -2.45606 4.15569 -1.35520
C -1.88338 2.94738 -0.96758
C -1.79500 2.50371 0.36427
H -5.63206 2.79574 3.75856
H -5.15521 3.57013 2.23386
H -4.51445 4.16887 3.77940
H -4.85507 0.65534 2.87525
H -3.16085 0.48918 2.38554
H -4.27812 1.40476 1.36597
H -1.62842 2.24338 2.96237
H -2.24794 3.83179 3.42278
H -3.30277 5.28988 1.71025
H -3.40396 5.96512 -0.66342
H -2.49478 4.43853 -2.40406
H -1.47676 2.31632 -1.76464

Calculated values
DFT total energy ... -2321.26527 Eh
Gap between HOMO and LUMO ... 6.116 eV
Net charge ... -1
Maximum force ... 3.63 eV/A
Relative energy (zero: lowest compared OMol25 entry of this formula, charge and spin) ... 0.0 kcal/mol

---

DFT (ωB97M-V/def2-TZVPD) results for C35H38CdFN3O3Si as an isolated structure.

Cartesian coordinates (Å):
C 0.57817 1.77230 1.11513
C 1.13615 1.85689 -0.17832
C 0.08989 2.22775 -1.07166
H 2.16811 1.65327 -0.44380
C -1.12543 2.30379 -0.33342
C -0.82288 2.03777 1.01423
H -1.53325 2.05205 1.85423
H 1.12822 1.55985 2.04760
H 0.18413 2.37800 -2.16138
H -2.11005 2.51461 -0.74674
Cd 1.01399 -1.14507 -1.48137
C -1.72939 -1.39994 -1.62018
H -1.51724 -1.81438 -0.61843
H -2.60084 -1.85369 -2.04000
H -1.97320 -0.31024 -1.60044
Si 0.31221 -0.63849 -3.92074
C 1.69332 -1.09553 -5.01723
C 2.69029 -0.18287 -5.42254
H 2.83716 0.76762 -4.90599
C 3.53273 -0.52898 -6.50233
H 4.28271 0.17498 -6.85998
C 3.42292 -1.78897 -7.10626
H 4.10213 -2.07344 -7.91317
C 2.47606 -2.71026 -6.62832
H 2.40404 -3.69848 -7.08032
C 1.62962 -2.37792 -5.58024
H 0.91438 -3.11531 -5.19519
C -1.02723 0.03197 -5.02973
C -0.72618 0.28472 -6.38654
H 0.27282 0.14075 -6.79448
C -1.71422 0.82188 -7.23720
H -1.45811 1.04792 -8.28985
C -2.99252 1.13952 -6.77226
H -3.73904 1.58846 -7.43306
C -3.26682 0.95952 -5.41644
H -4.23225 1.27598 -5.01100
C -2.30969 0.45015 -4.55732
H -2.51578 0.41685 -3.48687
H 0.84740 0.45064 -3.00591
H -1.13613 -1.66781 -2.47198
F -0.64961 2.44835 5.99930
C -0.41280 1.09501 5.82525
C -0.45540 0.59754 4.54923
C -0.13035 -0.74580 4.28954
C -0.19462 -1.27925 2.91606
O -0.97014 -0.79968 2.07151
C 0.61913 -2.49171 2.69245
C 0.75019 -3.31775 3.79482
N 0.53580 -2.91384 5.09766
C 0.60236 -3.85531 6.15895
C 0.27757 -5.30920 5.91252
C 1.69248 -4.86894 6.21722
C 0.28844 -1.55986 5.36137
C 0.26501 -1.04992 6.67570
C -0.12577 0.27553 6.94859
N -0.18464 0.75664 8.27613
C 0.97058 0.49951 9.12837
C 0.54088 0.41644 10.58479
N -0.20436 1.65649 10.89831
C -1.37370 1.93413 10.04891
C -0.88457 1.99007 8.60136
C 0.82569 -2.90774 1.25918
O 0.46983 -4.07486 0.95003
O 1.30949 -1.99076 0.46738
H -0.74618 1.23348 3.73085
H 1.14656 -4.31112 3.68504
H 0.25855 -3.48963 7.11763
H -0.18505 -5.86011 6.72597
H 0.02161 -5.58699 4.89287
H 2.42506 -4.87186 5.41725
H 2.03288 -5.11634 7.23344
H 0.53062 -1.68565 7.52063
H 1.73781 1.29968 9.00999
H 1.42496 -0.44656 8.82714
H -0.15918 -0.40951 10.75786
H 1.40006 0.32662 11.25284
H -0.49905 1.63146 11.86305
H 0.45701 2.43298 10.73506
H -1.83090 2.87610 10.35706
H -2.07044 1.10201 10.19488
H -0.22224 2.87704 8.46672
H -1.75986 2.10141 7.95020

Calculated values
DFT total energy ... -2303.28294 Eh
Gap between HOMO and LUMO ... 2.726 eV
Net charge ... 0
Maximum force ... 2.38 eV/A

---

DFT (ωB97M-V/def2-TZVPD) results for C35H38Cl2I2NO5P2S2Si2 as an isolated structure.

Cartesian coordinates (Å):
C 3.48792 0.76311 2.82381
C 2.12093 0.11658 2.67575
I 0.89344 0.83385 4.33298
C 2.05760 -1.40800 2.63699
I 3.65504 -2.39064 3.66163
Si 1.88377 -2.21912 0.92681
N 1.09346 -1.09415 -0.20666
C 0.09553 -0.50953 0.10448
S -1.14936 0.31927 0.58147
O 3.38122 -2.52689 0.25704
Si 3.95162 -1.90894 -1.14297
S 5.84126 -2.80822 -1.52646
P 2.57315 -2.47894 -2.93212
O 3.77484 -2.68924 -4.05563
Cl 1.70706 -0.69749 -3.55855
P 4.62342 0.26835 -0.87786
O 3.22963 1.02326 -0.44326
Cl 4.77975 0.67306 -2.91185
C 0.83671 -3.79611 1.11680
O 0.59435 -4.37687 0.04554
O 0.49701 -4.03765 2.29731
H 3.39907 1.83916 2.65671
H 4.19567 0.33241 2.11236
H 3.87508 0.63487 3.83288
H 1.62177 0.52910 1.80103
H 1.17060 -1.76703 3.15531
H 5.50358 -3.39224 -2.68101
H 3.56136 -2.25932 -4.89251
H 3.46123 1.84621 0.00187
C 5.62754 0.12967 -8.75225
C 4.33535 -0.12243 -9.19381
C 3.30335 -0.26135 -8.27689
C 3.56244 -0.13973 -6.91569
C 4.85519 0.11645 -6.47393
C 5.88707 0.24726 -7.39433
H 6.43291 0.23461 -9.46837
H 4.13295 -0.21207 -10.25374
H 2.29745 -0.46537 -8.62171
H 2.75732 -0.23957 -6.19759
H 5.05790 0.21374 -5.41395
H 6.89474 0.44206 -7.04999
C -4.90621 -2.18772 3.43048
C -3.84852 -1.40173 2.99328
C -4.03312 -0.03687 2.81765
C -5.26575 0.54169 3.08186
C -6.32081 -0.24512 3.52323
C -6.14200 -1.61095 3.69526
H -4.76324 -3.25196 3.56593
H -2.88394 -1.85013 2.79009
H -3.20961 0.57556 2.47709
H -5.40420 1.60790 2.94585
H -7.28387 0.20610 3.73092
H -6.96514 -2.22611 4.03685
C -2.76307 5.98632 4.00028
C -1.85745 6.91460 4.49648
C -0.54010 6.54257 4.72814
C -0.12765 5.24428 4.45895
C -1.03123 4.31624 3.96068
C -2.34970 4.68791 3.73402
H -3.79114 6.27543 3.82070
H -2.17865 7.92799 4.70256
H 0.16520 7.26497 5.11963
H 0.89895 4.95016 4.63819
H -0.70343 3.30527 3.75447
H -3.05509 3.96254 3.34807
C 1.36923 -5.65671 -6.91290
C 1.77006 -6.48103 -7.95505
C 2.69839 -6.02754 -8.88236
C 3.23200 -4.75190 -8.76248
C 2.83312 -3.92686 -7.71919
C 1.89768 -4.37835 -6.79859
H 0.64611 -6.00802 -6.18844
H 1.35937 -7.47888 -8.04336
H 3.00883 -6.67028 -9.69667
H 3.96212 -4.39911 -9.48029
H 3.25461 -2.93401 -7.62902
H 1.58245 -3.73568 -5.98510
C -6.53757 2.21803 6.25329
C -5.87170 3.42913 6.38586
C -6.09624 4.22817 7.49845
C -6.98363 3.81387 8.48247
C -7.64805 2.60190 8.35205
C -7.42634 1.80573 7.23657
H -6.36277 1.59625 5.38630
H -5.17353 3.74837 5.62226
H -5.57721 5.17293 7.59942
H -7.15576 4.43498 9.35249
H -8.33766 2.27729 9.12109
H -7.94465 0.86070 7.13289

Calculated values
DFT total energy ... -5361.65222 Eh
Gap between HOMO and LUMO ... 6.851 eV
Net charge ... -1
Maximum force ... 1.18 eV/A

---

What is the formula in the fourth record? C35H38Cl2I2NO5P2S2Si2